Record 1
This record from the Open Molecules 2025 dataset describes C20H19Cl3MoN4O5S5 as an isolated structure in a non-equilibrium geometry. The level of theory is ωB97M-V/def2-TZVPD.

Element x y z (Å)
Mo: -0.3066 1.5044 -0.2077
N: -0.2930 1.8598 -2.3783
C: -1.6481 1.9978 -2.9596
C: -2.6565 1.1031 -2.2065
N: -1.9789 0.4047 -1.1008
C: -2.8787 -0.2559 -0.1327
C: -2.9500 0.5796 1.1356
N: -1.5697 0.7870 1.6122
H: 0.3090 2.5999 -2.7215
H: 0.1073 0.9531 -2.6876
H: -1.6365 1.7459 -4.0208
H: -1.9454 3.0392 -2.8590
H: -3.0965 0.3693 -2.8858
H: -3.4569 1.7189 -1.7945
H: -1.3575 -0.3077 -1.5408
H: -2.4633 -1.2359 0.1098
H: -3.8756 -0.4001 -0.5531
H: -3.5682 0.0871 1.8899
H: -3.3858 1.5504 0.9063
H: -1.2180 -0.0885 1.9921
H: -1.5539 1.4593 2.3710
S: -0.2430 8.7756 1.2579
C: -0.2473 7.1958 0.8576
S: 1.2042 6.2515 0.6385
C: 0.4211 4.7329 0.2604
C: -0.9236 4.7519 0.2302
S: -1.8886 3.3503 -0.0812
S: -1.7043 6.2768 0.5977
S: 1.3890 3.3312 -0.0276
Cl: 5.7039 -1.5973 3.2839
C: 4.3131 -0.8804 2.5567
C: 4.2794 -0.7087 1.1824
C: 3.1595 -0.1484 0.6021
Cl: 3.0967 0.1701 -1.0868
C: 2.0312 0.2034 1.3709
O: 0.9111 0.6291 0.8081
C: 2.1440 0.0839 2.7647
Cl: 0.8332 0.6448 3.7325
C: 3.2648 -0.4620 3.3579
H: 5.1229 -0.9994 0.5732
H: 3.3188 -0.5575 4.4325
O: 1.0120 -2.1852 -3.6623
C: 0.5515 -1.9327 -2.5617
O: 0.1634 -0.7642 -2.1704
C: 0.4200 -3.0947 -1.5787
C: 0.4434 -4.3894 -2.0889
C: 0.3516 -5.4882 -1.2487
C: 0.2497 -5.3098 0.1173
C: 0.2153 -4.0180 0.6235
C: 0.2978 -2.9072 -0.2119
N: 0.0872 -3.8414 2.0565
O: -0.2301 -2.7346 2.4768
O: 0.2806 -4.7894 2.7797
H: 0.5430 -4.5088 -3.1597
H: 0.3604 -6.4892 -1.6580
H: 0.1859 -6.1476 0.7966
H: 0.3050 -1.9142 0.2102

Cartesian forces (eV/Å) of the 6 atoms listed first:
-1.3 4.3 -1.1
0.2 -0.5 -0.1
-0.2 0.0 0.0
0.0 0.2 -0.1
0.3 -0.6 -0.4
0.0 0.2 0.3

Summary:
**HOMO (alpha / beta)**: -7.500 / -7.494 eV
**HOMO-LUMO gap (alpha / beta)**: 0.213 / 0.213 Ha
**Energy relative to the best compared isomer or geometry (same formula, charge and spin)**: 177.65 kJ/mol



Record 2
This record from the Open Molecules 2025 dataset describes a 2-piece molecular cluster, C20H19ClF2O4 overall in a non-equilibrium geometry. The level of theory is ωB97M-V/def2-TZVPD.

Element x y z (Å)
C: 3.1956 -1.4533 -2.8403
C: 3.0442 0.0108 -2.5545
O: 2.3454 0.0984 -1.3074
C: 1.8881 1.3266 -1.0577
C: 1.0908 1.4527 0.2218
Cl: 1.3244 3.0318 0.8085
C: 1.2651 0.4967 1.3771
O: 1.0611 0.7873 2.5471
O: 1.6583 -0.7236 1.0050
C: 1.8374 -1.6075 2.1145
C: 2.0195 -2.9676 1.5117
O: 2.0792 2.2642 -1.8253
H: 3.7352 -1.4933 -3.7847
H: 3.7670 -1.9696 -2.0610
H: 2.2120 -1.9267 -2.9340
H: 4.0363 0.4819 -2.4776
H: 2.4663 0.5010 -3.3497
H: 2.7297 -1.3338 2.6991
H: 0.9535 -1.5842 2.7662
H: 2.1561 -3.6288 2.3653
H: 1.1298 -3.2454 0.9345
H: 2.8994 -3.0086 0.8586
F: -3.1828 -3.1688 1.3178
C: -2.4796 -2.5122 0.3393
C: -1.9081 -3.2741 -0.6724
C: -1.1955 -2.5858 -1.6625
C: -1.0085 -1.2167 -1.5746
C: -1.5036 -0.4599 -0.4813
C: -1.1022 0.9242 -0.3839
C: -1.7843 1.9515 0.3727
C: -1.8260 3.2649 -0.1687
C: -2.3236 4.3390 0.5445
C: -2.9238 4.1373 1.7993
C: -2.9505 2.8320 2.2938
F: -3.5854 2.6134 3.4933
C: -2.3953 1.7476 1.6327
C: -2.4141 -1.1247 0.3928
H: -2.0644 -4.3537 -0.6923
H: -0.8187 -3.1274 -2.5243
H: -0.4700 -0.6851 -2.3628
H: -0.4943 1.2853 -1.2297
H: -1.4173 3.4230 -1.1707
H: -2.2943 5.3432 0.1164
H: -3.3839 4.9418 2.3714
H: -2.3548 0.7681 2.1175
H: -3.0130 -0.5720 1.1146

Cartesian forces (eV/Å) of the 6 atoms listed first:
0.1 -0.1 -0.1
0.2 -0.3 -0.2
-0.2 0.6 -0.1
-0.1 0.8 -0.6
0.4 -1.4 0.6
-0.8 1.0 0.1

Summary:
**HOMO**: -8.250 eV
**HOMO-LUMO gap**: 0.244 Ha



Record 3
This record from the Open Molecules 2025 dataset describes the molecule C20H19ClN2O5. The level of theory is ωB97M-V/def2-TZVPD.

Element x y z (Å)
O: 1.9358 1.1890 1.6419
C: 0.8609 1.7402 1.7536
C: -0.2117 1.2904 2.7508
N: -1.3208 0.6647 2.0586
C: -2.2677 1.3805 1.4220
O: -2.2694 2.6009 1.4095
C: -3.3846 0.5636 0.7917
C: -2.9461 -0.7775 0.2802
C: -3.0488 -1.9130 1.0775
C: -2.6371 -3.1464 0.6020
C: -2.1189 -3.2586 -0.6769
C: -2.0093 -2.1320 -1.4772
C: -2.4172 -0.8990 -0.9991
N: 0.4821 2.8138 1.0252
C: 1.2050 3.1194 -0.1826
C: 0.8839 2.0704 -1.2399
O: -0.0740 1.3451 -1.1943
O: 1.8047 2.0293 -2.2011
C: 1.6007 1.0343 -3.2013
C: 1.3061 -0.3590 -2.6319
O: 0.5613 -1.1053 -3.2202
C: 1.9884 -0.7167 -1.3725
C: 1.3390 -1.5989 -0.5083
C: 1.9046 -1.9424 0.7011
C: 3.1425 -1.4183 1.0439
Cl: 3.8514 -1.8373 2.5493
C: 3.8156 -0.5615 0.1859
C: 3.2342 -0.2032 -1.0132
H: 0.2218 0.5744 3.4491
H: -0.5922 2.1616 3.2919
H: -1.2727 -0.3284 1.8870
H: -4.1560 0.4456 1.5586
H: -3.8038 1.1674 -0.0146
H: -3.4648 -1.8332 2.0731
H: -2.7264 -4.0210 1.2301
H: -1.8007 -4.2211 -1.0494
H: -1.5960 -2.2079 -2.4715
H: -2.3137 -0.0217 -1.6178
H: -0.5028 3.0776 1.0756
H: 0.9284 4.1109 -0.5446
H: 2.2792 3.0885 0.0181
H: 0.7636 1.3168 -3.8488
H: 2.5209 1.0092 -3.7898
H: 0.3721 -1.9845 -0.7935
H: 1.3924 -2.6092 1.3775
H: 4.7778 -0.1651 0.4681
H: 3.7624 0.4675 -1.6736

Cartesian forces (eV/Å) of the 6 atoms listed first:
0.2 -0.1 0.0
-0.3 0.1 0.5
0.1 0.1 0.0
0.2 -0.2 0.1
-0.2 -0.4 0.0
-0.2 0.4 0.0

Summary:
**HOMO**: -9.069 eV
**HOMO-LUMO gap**: 0.345 Ha
**Structure (SMILES)**: O=C(CNC(=O)Cc1ccccc1)NCC(=O)OCC(=O)c1ccc(Cl)cc1
**Energy relative to the best compared isomer or geometry (same formula, charge and spin)**: 0.00 kJ/mol



Record 4
This record from the Open Molecules 2025 dataset describes C20H19F2N4PdSb as an isolated structure in a non-equilibrium geometry. The level of theory is ωB97M-V/def2-TZVPD.

Element x y z (Å)
Pd: 0.4542 0.1781 0.5681
C: -2.6006 0.0596 2.3621
C: -2.2491 -1.2183 1.6695
C: -3.2263 -1.9895 1.0693
C: -2.8831 -3.2507 0.5760
C: -1.5591 -3.6571 0.6735
C: -0.6510 -2.8473 1.3419
N: -0.9380 -1.5347 1.5631
Sb: 1.6458 -1.6336 -1.3221
C: -0.1223 -0.5862 -2.0775
C: -0.6932 -0.6759 -3.3301
C: -1.5831 0.3282 -3.7517
C: -1.9943 1.2505 -2.7968
C: -1.4748 1.2527 -1.5219
C: -1.8557 2.2669 -0.4689
N: -0.5839 0.3018 -1.1842
C: 2.8826 0.0881 -0.9541
C: 4.1341 0.4371 -1.4532
C: 4.6614 1.7431 -1.2083
C: 3.9572 2.5525 -0.3365
C: 2.7242 2.1454 0.1719
C: 1.8461 3.0033 1.0469
N: 2.2463 0.9207 -0.1445
H: -3.3994 -0.0970 3.0782
H: -2.9413 0.8576 1.6670
H: -1.7015 0.4100 2.9308
H: -4.2359 -1.6237 0.8803
H: -3.6301 -3.8854 0.0998
H: -1.1968 -4.5942 0.2130
H: -0.4105 -1.4837 -4.0018
H: -1.9281 0.4372 -4.8036
H: -2.7269 2.0261 -3.0580
H: -2.9491 2.2978 -0.4040
H: -1.4951 3.2600 -0.7617
H: -1.4458 1.9585 0.5204
H: 4.7435 -0.2520 -2.0293
H: 5.5532 2.1057 -1.7050
H: 4.3035 3.5641 -0.0952
H: 2.0909 4.0728 0.9136
H: 1.9941 2.7949 2.1098
H: 0.7676 2.8376 0.8073
F: 1.6237 -2.6650 2.1546
C: 0.6082 -3.5183 1.8057
F: 1.0410 -4.3302 0.7614
H: 0.4298 -4.1784 2.6592
N: 1.5743 0.5920 3.4124
C: 1.1933 0.2790 2.3527

Cartesian forces (eV/Å) of the 6 atoms listed first:
-1.1 -0.7 0.7
1.0 1.1 0.1
0.6 0.6 -1.2
-0.5 -1.2 -0.4
0.2 0.6 -0.5
-0.1 -1.1 0.0

Summary:
**HOMO (alpha / beta)**: -6.082 / -8.445 eV
**HOMO-LUMO gap (alpha / beta)**: 0.238 / 0.280 Ha
**Multiplicity**: 3



Record 5
This record from the Open Molecules 2025 dataset describes a 2-piece molecular cluster, C20H19F4OSi overall in a non-equilibrium geometry. The level of theory is ωB97M-V/def2-TZVPD.

Element x y z (Å)
F: 3.3533 2.5428 -0.3006
C: 2.5071 2.2235 0.7045
C: 2.1628 3.1574 1.6594
C: 1.3023 2.8214 2.6881
F: 0.9763 3.7435 3.6194
C: 0.7798 1.5516 2.7585
C: 1.0989 0.5683 1.8015
C: 0.5093 -0.7133 1.9433
C: 0.5746 -1.8768 1.1356
C: -0.1714 -3.0018 1.5389
C: -0.1646 -4.1688 0.8116
F: -0.9094 -5.2224 1.2105
C: 0.5934 -4.2588 -0.3412
C: 1.3340 -3.1793 -0.7759
F: 2.0765 -3.2600 -1.9033
C: 1.3169 -2.0120 -0.0548
C: 1.9868 0.9560 0.7783
H: 2.5745 4.1463 1.6035
H: 0.1044 1.3237 3.5625
H: -0.1090 -0.8202 2.8213
H: -0.7777 -2.9582 2.4251
H: 0.6118 -5.1723 -0.9035
H: 1.8916 -1.2169 -0.4687
H: 2.3222 0.2845 0.0233
C: 4.4386 -4.1603 7.8867
Si: 4.1220 -4.5639 6.0831
C: 5.5443 -5.5426 5.3603
C: 2.5197 -5.5087 5.8781
C: 3.9638 -3.0140 5.0661
C: 4.0386 -1.6913 5.4406
C: 3.8673 -0.9327 4.2842
C: 3.6930 -1.8218 3.2543
O: 3.7423 -3.1035 3.7174
H: 4.5293 -5.0718 8.4716
H: 5.3591 -3.5911 7.9804
H: 3.6166 -3.5704 8.2819
H: 5.6672 -6.4899 5.8779
H: 5.3449 -5.7326 4.3093
H: 6.4623 -4.9674 5.4447
H: 2.5569 -6.4552 6.4104
H: 1.6954 -4.9139 6.2620
H: 2.3536 -5.6986 4.8212
H: 4.2048 -1.3083 6.4348
H: 3.8731 0.1418 4.2012
H: 3.5387 -1.5483 2.2198

Cartesian forces (eV/Å) of the 6 atoms listed first:
-0.7 -0.2 0.9
0.0 -0.4 -0.2
0.3 0.9 0.1
-0.1 0.1 0.2
0.3 -0.7 -0.8
-0.5 0.0 0.6

Summary:
**HOMO**: -11.099 eV
**HOMO-LUMO gap**: 0.160 Ha
**Total charge**: +1



Let's list DFT total energy in order: -4808.46140; -1734.33106; -1719.51535; -1560.31199; -1537.41629 a.u..